Record 1
17
Properties=species:S:1:pos:R:3 method="wB97M-V/def2-TZVPD" relative_energy_kj_mol=632.93 lumo_ev="-4.8 / -4.8" spin_multiplicity=1 charge=+1 gap_ha="0.3144 / 0.3144"
N 1.804 -0.805 0.146
C 0.888 0.381 -0.074
C -0.175 0.611 0.984
N -1.162 1.380 0.591
C -1.110 1.452 -0.802
C -0.536 0.003 -1.051
O -0.964 -1.041 -0.290
C -0.831 -0.815 1.133
H 1.253 -1.588 -0.014
H 1.845 -0.847 1.173
H 2.685 -0.966 -0.407
H 1.396 1.443 -0.097
H -0.429 2.063 -1.310
H -2.234 1.553 -1.196
H -0.323 -0.463 -2.073
H -0.259 -1.560 1.733
H -1.849 -0.802 1.553

=====

Record 2
10
Properties=species:S:1:pos:R:3 method="wB97M-V/def2-TZVPD" relative_energy_kj_mol=274.09 lumo_ev=0.5 spin_multiplicity=1 gap_ha=0.3410
O 1.749 -0.629 0.170
N 0.921 0.136 0.951
C -0.244 0.439 0.309
S -1.105 1.909 0.561
N -0.595 -0.488 -0.583
O -1.824 -0.419 -1.195
H 1.772 -1.452 0.646
H 1.360 0.969 1.394
H 0.092 -0.994 -1.105
H -2.126 0.528 -1.148

=====

Record 3
26
Properties=species:S:1:pos:R:3 method="wB97M-V/def2-TZVPD" relative_energy_kj_mol=16.56 lumo_ev="-3.5 / -3.7" spin_multiplicity=4 charge=+1 gap_ha="0.2923 / 0.2938"
V -0.327 0.991 1.335
F -3.859 -2.809 -0.409
C -2.639 -2.257 -0.442
C -2.393 -1.117 0.303
C -1.131 -0.524 0.259
C -0.131 -1.125 -0.549
C -0.436 -2.278 -1.253
F 0.506 -2.871 -2.014
C -1.681 -2.864 -1.224
C 1.172 -0.411 -0.622
C 2.324 -0.806 -1.293
C 3.438 0.010 -1.279
C 3.418 1.224 -0.600
C 2.259 1.561 0.050
N 1.171 0.769 0.054
H -3.204 -0.718 0.900
H -1.893 -3.757 -1.794
H 2.339 -1.747 -1.816
H 4.332 -0.299 -1.806
H 4.272 1.884 -0.581
H 2.178 2.493 0.598
Cl -1.734 1.449 3.239
C -2.032 3.080 2.522
Cl -1.349 3.034 0.848
H -1.502 3.825 3.100
H -3.098 3.261 2.475

=====

Record 4
24
Properties=species:S:1:pos:R:3 method="wB97M-V/def2-TZVPD" relative_energy_kj_mol=189.43 lumo_ev=-3.7 spin_multiplicity=1 charge=+1 gap_ha=0.3433
C -0.994 -0.894 1.537
C -1.171 0.608 1.725
N -2.410 0.935 2.447
N 0.357 -1.288 0.989
H -1.115 -1.507 2.444
H -1.739 -1.291 0.799
H -0.267 1.049 2.190
H -1.292 1.102 0.767
H -2.450 1.959 2.585
H -2.331 0.558 3.394
H 1.023 -1.223 1.754
H 0.322 -2.270 0.747
C 0.471 -0.801 -2.838
C 1.603 -0.129 -2.099
C 1.082 1.672 -0.631
N 1.102 0.413 -0.820
H 0.052 -1.633 -2.256
H -0.282 -0.056 -3.180
H 0.753 -1.199 -3.836
H 2.455 -0.759 -1.827
H 2.013 0.712 -2.704
H 0.608 2.140 0.226
H 1.569 2.348 -1.329
H 0.639 -0.444 -0.084

=====

Record 5
61
Properties=species:S:1:pos:R:3 method="wB97M-V/def2-TZVPD" relative_energy_kj_mol=33.29 lumo_ev=0.5 spin_multiplicity=1 gap_ha=0.2952
C -1.926 -2.175 2.517
C -2.884 -2.795 1.502
N -2.715 -2.205 0.198
C -1.833 -2.530 -0.797
C -0.789 -3.594 -0.736
N 0.492 -3.018 -1.088
C 1.266 -2.415 -0.148
O 1.056 -2.528 1.045
C 2.420 -1.665 -0.720
C 2.229 -0.745 -1.745
C 3.308 -0.050 -2.259
C 4.582 -0.286 -1.772
C 4.775 -1.199 -0.748
C 3.696 -1.875 -0.211
N -1.958 -1.701 -1.796
N -2.917 -0.814 -1.495
C -3.360 -1.110 -0.306
S -4.546 -0.226 0.601
C -4.679 1.297 -0.393
C -3.470 1.724 -1.223
O -3.659 2.054 -2.376
N -2.265 1.824 -0.625
C -1.942 1.573 0.758
C -1.056 2.720 1.274
N 0.127 2.914 0.475
C 1.301 2.220 0.763
C 1.362 1.183 1.696
C 2.568 0.589 2.020
C 3.743 1.008 1.426
C 3.697 2.029 0.492
C 2.498 2.628 0.165
C -0.237 3.174 -0.902
C -1.093 2.030 -1.455
H -2.033 -2.680 3.472
H -2.159 -1.122 2.655
H -0.894 -2.270 2.184
H -3.921 -2.629 1.807
H -2.711 -3.871 1.418
H -0.703 -3.993 0.276
H -1.020 -4.402 -1.437
H 0.609 -2.754 -2.054
H 1.234 -0.556 -2.128
H 3.154 0.673 -3.047
H 5.425 0.246 -2.187
H 5.768 -1.379 -0.365
H 3.828 -2.578 0.598
H -5.500 1.158 -1.096
H -4.949 2.077 0.322
H -2.844 1.518 1.366
H -1.395 0.623 0.839
H -0.778 2.548 2.314
H -1.636 3.650 1.225
H 0.470 0.818 2.180
H 2.578 -0.219 2.736
H 4.683 0.548 1.687
H 4.607 2.373 0.022
H 2.493 3.444 -0.542
H 0.653 3.283 -1.518
H -0.808 4.109 -0.939
H -1.438 2.242 -2.467
H -0.502 1.105 -1.460

=====

Record 6
56
Properties=species:S:1:pos:R:3 method="wB97M-V/def2-TZVPD" relative_energy_kj_mol=0.00 lumo_ev=0.6 spin_multiplicity=1 gap_ha=0.2912
Zn -0.131 -0.049 0.066
O -0.707 -1.506 1.134
H -1.299 -1.844 1.795
C 1.840 1.731 -1.522
O 0.576 1.388 -1.107
H 1.962 2.820 -1.655
H 2.612 1.400 -0.800
H 2.109 1.283 -2.502
C 1.782 -1.568 2.994
O 1.650 -0.301 3.662
C 1.174 0.703 2.948
O 1.000 0.714 1.766
O 0.776 1.714 3.708
C 1.068 1.775 5.095
H 0.808 -1.970 2.731
H 2.251 -2.212 3.739
H 2.440 -1.494 2.138
H 0.674 2.712 5.470
H 2.143 1.706 5.275
H 0.620 0.936 5.632
C 4.268 -0.797 0.042
O 3.788 -1.753 -0.864
C 2.486 -1.819 -1.116
O 1.625 -1.239 -0.505
O 2.300 -2.570 -2.176
C 1.013 -2.593 -2.794
H 4.485 -1.230 1.024
H 3.562 0.005 0.271
H 5.186 -0.381 -0.360
H 0.328 -3.187 -2.184
H 1.142 -3.104 -3.742
H 0.637 -1.579 -2.891
C -0.762 3.606 1.299
O -2.173 3.384 1.018
C -2.501 2.240 0.454
O -1.830 1.237 0.409
O -3.720 2.355 -0.059
C -4.222 1.207 -0.706
H -0.257 2.645 1.267
H -0.704 3.974 2.317
H -0.385 4.262 0.524
H -3.537 0.844 -1.473
H -5.193 1.437 -1.126
H -4.339 0.358 -0.024
C -2.859 -2.725 -0.778
O -2.929 -2.197 -2.126
C -2.044 -1.273 -2.416
O -1.274 -0.728 -1.677
O -2.147 -0.970 -3.704
C -1.330 0.084 -4.175
H -3.688 -3.428 -0.730
H -3.036 -1.915 -0.076
H -1.914 -3.217 -0.578
H -0.459 0.264 -3.541
H -1.848 1.044 -4.186
H -1.016 -0.176 -5.181

=====

Record 7
67
Properties=species:S:1:pos:R:3 method="wB97M-V/def2-TZVPD" lumo_ev=2.1 spin_multiplicity=1 charge=-1 gap_ha=0.2547
Ir -0.261 0.300 -1.242
O -3.980 -0.557 -2.401
C -2.978 -0.057 -1.939
O -1.971 -0.749 -1.475
C -2.761 1.464 -1.827
O -3.635 2.289 -1.956
O -1.516 1.807 -1.576
C -0.590 2.409 3.469
Si -0.575 2.219 1.578
C -2.059 3.237 1.047
C 0.902 3.254 1.001
C -0.455 0.429 1.058
Si -1.812 -0.654 1.752
C -1.551 -1.018 3.602
C -1.968 -2.386 1.025
C -3.512 0.142 1.660
Si 1.186 -0.269 1.397
C 2.131 0.254 2.948
C 1.364 -2.140 1.348
C 2.311 0.353 -0.037
C 3.700 0.220 -0.082
C 4.428 0.822 -1.089
C 3.758 1.598 -2.027
C 2.383 1.667 -1.965
N 1.673 1.018 -1.031
H -0.375 3.452 3.725
H 0.130 1.777 3.988
H -1.583 2.179 3.865
H -2.086 4.129 1.683
H -3.011 2.721 1.154
H -1.987 3.547 0.007
H 0.800 4.256 1.429
H 0.898 3.356 -0.086
H 1.876 2.860 1.303
H -0.611 -1.554 3.770
H -2.357 -1.657 3.977
H -1.528 -0.115 4.212
H -1.257 -3.078 1.479
H -1.858 -2.415 -0.059
H -2.973 -2.749 1.265
H -3.595 0.981 2.355
H -4.259 -0.603 1.947
H -3.778 0.508 0.666
H 1.571 -0.060 3.833
H 2.266 1.335 3.006
H 3.119 -0.215 2.997
H 0.914 -2.607 2.226
H 2.427 -2.400 1.340
H 0.902 -2.574 0.458
H 4.194 -0.341 0.701
H 5.505 0.711 -1.137
H 4.283 2.128 -2.808
H 1.813 2.255 -2.671
Cl 1.149 -5.768 -3.308
C 0.807 -4.052 -3.341
C 1.813 -3.151 -3.054
C 1.529 -1.792 -3.093
C 0.252 -1.310 -3.412
C -0.019 0.143 -3.331
C -0.744 -2.259 -3.685
C -0.472 -3.614 -3.654
H 2.805 -3.505 -2.807
H 2.324 -1.084 -2.874
H -0.929 0.471 -3.836
H 0.837 0.703 -3.710
H -1.753 -1.928 -3.895
H -1.253 -4.334 -3.861

=====

Record 8
15
Properties=species:S:1:pos:R:3 method="wB97M-V/def2-TZVPD" relative_energy_kj_mol=264.26 lumo_ev=0.8 spin_multiplicity=1 gap_ha=0.3605
C 0.181 -0.797 -1.479
N -0.659 0.113 -1.222
C -1.213 0.113 0.109
C -2.118 -0.829 0.405
C -0.941 1.362 0.893
H 0.649 -0.899 -2.454
H 0.565 -1.511 -0.747
H -2.243 -1.799 -0.050
H -2.830 -0.586 1.191
H -1.720 2.119 0.880
H -0.154 1.893 0.338
H -0.464 1.086 1.834
O 3.582 -0.124 0.852
H 2.758 0.286 0.562
H 4.368 0.365 0.735

=====

Record 9
41
Properties=species:S:1:pos:R:3 method="wB97M-V/def2-TZVPD" relative_energy_kj_mol=1908.32 lumo_ev=-0.6 spin_multiplicity=1 gap_ha=0.2827
C -1.473 6.284 -1.280
C -0.901 4.970 -0.744
C -1.651 3.953 -0.260
C -1.144 2.918 0.360
C 0.059 2.769 0.381
C 1.080 3.821 -0.177
C 0.597 5.013 -0.618
N 1.312 5.893 -1.450
O 2.415 5.509 -1.824
O 1.027 6.998 -1.405
H 2.254 3.667 -0.470
C 0.902 1.666 0.746
O 1.838 1.637 1.549
N 0.327 0.385 0.676
H -0.783 0.439 0.273
C 0.743 -0.733 1.472
C -0.330 -1.134 2.724
H 0.010 -2.015 3.117
H -0.284 -0.426 3.172
S -1.916 -1.198 2.026
C -2.282 -2.963 1.615
C -1.173 -3.313 0.471
C -1.560 -2.940 -0.851
C -0.712 -3.194 -1.848
C 0.072 -4.090 -1.977
C 0.534 -4.662 -0.483
C -0.332 -4.231 0.791
Cl 0.252 -4.942 2.015
H 1.483 -5.136 -0.268
Cl 1.228 -4.515 -3.005
H -1.138 -2.886 -2.971
H -2.641 -2.249 -0.926
H -1.910 -3.590 2.541
H -3.338 -3.107 1.541
H 1.631 -0.617 1.832
H 0.766 -1.690 0.510
H -1.897 2.214 0.726
H -2.483 4.254 -0.032
H -1.298 7.212 -0.728
H -2.471 6.289 -1.456
H -1.065 6.501 -2.167

=====

Record 10
16
Properties=species:S:1:pos:R:3 method="wB97M-V/def2-TZVPD" relative_energy_kj_mol=109.17 lumo_ev=3.4 spin_multiplicity=1 charge=-1 gap_ha=0.3176
O 0.206 -1.784 0.823
C 0.105 -0.768 0.117
O 0.939 0.171 -0.043
H -0.850 -0.610 -0.450
H -3.033 0.538 0.463
H -4.407 -0.261 0.802
O -3.921 0.579 0.818
H -2.044 -3.778 0.581
H -2.168 -2.410 1.181
O -2.673 -3.266 1.113
H 3.821 1.986 -3.282
H 3.260 3.268 -3.760
O 4.106 2.766 -3.737
H 2.403 0.985 2.537
H 1.934 1.028 1.055
O 2.322 1.559 1.781

=====

Record 11
39
Properties=species:S:1:pos:R:3 method="wB97M-V/def2-TZVPD" lumo_ev="2.6 / 2.5" spin_multiplicity=2 charge=-1 gap_ha="0.0904 / 0.3227"
C 0.956 37.478 -10.666
Cl 2.069 36.332 -9.958
Cl 1.113 38.015 -12.362
Cl 0.927 38.991 -9.717
H -0.006 37.008 -10.458
C -6.313 36.809 -4.832
Cl -7.733 37.647 -4.273
Cl -5.686 37.674 -6.281
Cl -6.659 35.097 -5.165
H -5.586 36.842 -4.020
C -2.541 38.614 -7.283
Cl -2.506 37.019 -6.429
Cl -2.129 38.498 -8.965
Cl -1.730 39.789 -6.206
H -3.572 38.967 -7.308
C -3.329 34.303 -4.185
O -4.436 34.445 -3.269
C -3.914 34.533 -1.897
C -3.911 36.058 -1.401
N -2.847 36.846 -2.032
C -1.520 36.508 -1.501
C -0.318 37.041 -2.314
O -0.346 36.462 -3.662
C 0.677 36.846 -4.544
H -3.932 34.056 -5.059
H -2.613 33.487 -4.095
H -2.832 35.273 -4.222
H -2.931 34.072 -1.811
H -4.730 34.074 -1.339
H -3.749 36.180 -0.330
H -4.851 36.461 -1.779
H -2.931 36.838 -3.038
H -1.307 35.440 -1.557
H -1.370 36.868 -0.484
H 0.643 36.766 -1.880
H -0.283 38.131 -2.310
H 1.656 36.688 -4.093
H 0.541 37.896 -4.799
H 0.441 36.170 -5.366

=====

Record 12
54
Properties=species:S:1:pos:R:3 method="wB97M-V/def2-TZVPD" relative_energy_kj_mol=396.65 lumo_ev=0.2 spin_multiplicity=1 gap_ha=0.2474
Cd 0.155 0.596 -0.662
S 1.535 2.470 -1.863
O 2.670 2.502 -2.737
O 0.454 1.649 -2.271
O 1.721 1.825 -0.578
O 1.193 3.898 -1.830
C 3.397 0.544 1.695
O 2.503 0.015 2.714
C 1.221 -0.274 2.468
O 0.719 -0.208 1.322
O 0.561 -0.698 3.627
C 0.912 -0.181 4.889
H 3.282 0.017 0.748
H 4.461 0.629 1.919
H 3.092 1.587 1.605
H 0.641 0.875 4.910
H 1.978 -0.223 5.111
H 0.386 -0.763 5.645
C -1.341 -3.500 -1.661
O -2.473 -2.699 -1.380
C -2.329 -1.473 -0.926
O -1.250 -0.922 -0.756
O -3.529 -0.951 -0.684
C -4.749 -1.709 -0.764
H -1.129 -4.108 -0.781
H -0.504 -2.936 -2.072
H -1.545 -4.208 -2.464
H -4.966 -1.936 -1.808
H -5.655 -1.214 -0.415
H -4.679 -2.695 -0.303
C -3.520 2.303 3.004
O -2.454 1.758 2.184
C -2.047 2.403 1.095
O -1.268 1.896 0.283
O -2.399 3.705 1.055
C -2.071 4.493 -0.132
H -4.332 2.699 2.395
H -3.148 3.102 3.646
H -3.933 1.527 3.650
H -1.034 4.431 -0.462
H -2.306 5.513 0.172
H -2.713 4.315 -0.995
C 2.564 -0.740 -3.993
O 2.964 -1.600 -2.974
C 2.288 -1.628 -1.787
O 1.379 -0.846 -1.498
O 2.569 -2.660 -0.932
C 3.617 -3.557 -1.157
H 3.029 -1.197 -4.867
H 2.857 0.268 -3.702
H 1.496 -0.663 -4.196
H 4.469 -3.091 -1.650
H 3.336 -4.472 -1.678
H 3.926 -3.871 -0.160